No. 1
ORCA calculation (wB97M-V/def2-TZVPD) on a single C23H32N2O4S molecule at a distorted geometry.

Structure (XYZ):
```
62
C23H32N2O4S | OMol25 | wB97M-V/def2-TZVPD
H 1.604 0.661 4.820
C -0.444 0.020 4.619
H 0.850 2.865 3.696
H -0.414 3.843 4.490
C 1.865 -0.396 -2.749
H 2.901 1.844 -0.520
H 0.363 -1.142 1.768
O -3.583 -0.335 -0.169
C 0.297 2.153 5.662
C 3.347 1.641 -7.827
C -1.018 0.687 0.204
C -0.158 -2.044 -0.096
C 2.703 0.508 -2.155
C -1.911 0.223 2.543
C -0.539 -1.515 1.284
C -2.887 -0.904 0.630
H 0.248 -1.751 -2.862
O 3.282 1.241 -3.142
H 1.115 2.691 6.142
H -0.171 -1.003 4.359
H -0.127 0.831 -1.750
C -4.473 -2.639 0.820
H 4.069 0.523 -0.527
C 0.679 0.697 5.403
C 4.212 2.583 -7.362
H 0.587 -2.837 0.012
C -0.574 0.063 -1.115
H -5.276 -3.915 -0.708
C 3.032 0.785 -0.737
H -1.048 -2.475 -0.590
H 2.369 0.193 -0.114
C -1.556 -0.376 1.166
C -0.738 0.813 3.340
H -2.626 1.035 2.394
C 2.749 0.896 -6.795
O -3.228 -2.058 1.213
C 2.774 0.748 -4.292
C 3.172 1.287 -5.552
H -1.349 -0.004 5.231
H -5.213 -1.842 0.697
H -4.757 -3.288 1.651
C -4.333 -3.430 -0.472
C 1.007 -1.443 -2.123
H -2.398 -0.550 3.139
N 0.421 -0.971 -0.881
H -0.170 1.196 0.659
H 0.854 0.175 6.345
H 3.145 1.485 -8.872
H 4.798 3.282 -7.924
H 0.182 0.832 2.732
H -3.560 -4.188 -0.369
H -0.576 2.190 6.315
H 2.037 0.105 -6.936
H -0.951 -2.323 1.889
C -0.049 2.825 4.333
H -1.798 1.422 0.005
O -1.083 2.152 3.655
N 1.925 -0.225 -4.102
H -1.452 -0.345 -1.644
S 4.318 2.585 -5.648
H 1.627 -2.317 -1.895
H -4.069 -2.762 -1.289
```

Gap between HOMO and LUMO ... 8.39 eV
Energy above the lowest of the compared OMol25 structures with the same formula, charge and spin ... 2.008 eV
LUMO level ... 0.5999 eV
HOMO energy ... -7.8 eV
SMILES ... CCOC(=O)C1(C[C@@H]2CCCCO2)CCN(Cc2nc(-c3cccs3)oc2C)CC1

=====

No. 2
ORCA calculation (wB97M-V/def2-TZVPD) on a single C23H32N2O6 molecule at a distorted geometry.

Structure (XYZ):
```
63
C23H32N2O6 | OMol25 | wB97M-V/def2-TZVPD
H 5.592 -3.177 -0.594
C 1.545 2.819 0.184
C 0.139 3.090 0.711
C -6.221 -1.748 -0.591
O -4.853 -1.989 -0.347
C 1.559 -1.663 -0.169
C 4.551 -0.025 -0.698
C 3.565 -2.656 -1.102
O 3.709 3.832 -0.302
C -0.777 1.859 0.769
H 6.785 -0.737 0.690
H 4.120 3.178 0.275
C 4.892 -2.361 -0.404
H -0.840 1.983 -1.378
H 3.091 -3.541 -0.676
O -6.403 -0.401 -0.972
H 0.213 3.512 1.717
H -0.173 -0.406 -1.842
H 2.436 4.530 1.170
O 1.203 -2.724 0.310
C -2.484 0.805 -0.750
C -1.031 1.218 -0.616
H -6.801 -1.953 0.324
H -1.131 -0.124 4.092
H -3.099 2.761 -1.344
H -1.742 2.193 1.165
H -2.244 -1.278 3.307
H 4.356 0.122 0.382
C -3.423 1.754 -1.126
H 4.720 -2.294 0.686
C -5.153 0.164 -0.948
N 2.664 -1.536 -0.930
H -2.166 -1.252 -0.162
H 3.740 -2.805 -2.172
O -1.343 -0.043 2.044
H -6.575 -2.410 -1.398
C -1.260 -0.807 3.237
C -4.778 1.454 -1.233
H 7.431 -1.707 -0.653
H 0.084 1.290 2.692
N 5.459 -1.131 -0.931
O 0.856 0.092 1.302
C -0.166 -1.868 3.245
C -2.878 -0.505 -0.466
H 1.492 2.425 -0.832
H 1.986 4.820 -0.524
H -0.339 3.841 0.077
H -0.202 -2.458 2.333
H -5.502 2.195 -1.527
C 0.728 -0.420 0.038
C -0.275 0.802 1.768
H 3.414 -0.395 -2.484
H 2.034 2.073 0.815
C 6.780 -0.872 -0.404
C 3.224 -0.298 -1.410
C -4.215 -0.796 -0.570
C -0.111 0.061 -0.872
H 0.818 -1.410 3.313
H 4.997 0.887 -1.101
H -0.309 -2.523 4.101
H 2.525 0.517 -1.239
C 2.405 4.084 0.165
H 7.177 0.030 -0.868
```

Gap between HOMO and LUMO ... 8.55 eV
Energy above the lowest of the compared OMol25 structures with the same formula, charge and spin ... 3.161 eV
LUMO level ... 0.6687 eV
HOMO energy ... -7.9 eV
SMILES ... CCO[C@H]1OC(C(=O)N2CCN(C)CC2)=C[C@@H](c2ccc3c(c2)OCO3)[C@@H]1CCCO

=====

No. 3
ORCA calculation (wB97M-V/def2-TZVPD) on a molecular structure, C23H33B4Cl2F12NO12 at a distorted geometry.

Structure (XYZ):
```
87
C23H33B4Cl2F12NO12 | OMol25 | wB97M-V/def2-TZVPD
H -1.481 4.723 6.221
H -2.927 -6.066 -2.766
H 2.745 -0.719 -5.196
F 2.774 2.635 -5.033
F -6.601 -6.432 1.207
H -2.217 -7.140 -1.573
B -0.899 -0.665 1.797
H 1.932 -1.533 3.851
B 0.179 0.658 1.961
O 2.259 -3.977 -3.513
O -0.256 1.981 2.116
F -6.656 -7.187 -0.825
O 2.043 2.578 2.478
B 2.275 1.224 2.759
F -0.280 -4.976 -3.428
C 3.812 2.103 -2.951
F -3.334 2.683 1.386
H 3.686 -3.574 -5.745
H 4.018 1.374 6.048
C -4.514 -6.910 0.187
C 2.744 0.233 4.779
O 1.538 0.333 1.946
O 1.494 -2.260 -4.747
O 2.782 1.294 -2.716
C -5.998 -7.269 0.343
H 1.597 1.695 0.424
H -0.535 4.839 -1.966
C 3.957 2.361 -4.457
F -1.988 4.221 2.095
F -3.912 4.755 1.252
H -2.830 -1.393 1.096
C 2.837 -1.766 -4.917
C 1.826 2.025 -0.593
C 3.560 -2.524 -6.010
C 3.223 0.640 6.156
Cl -0.278 2.045 5.378
H -2.633 0.369 0.924
H 0.135 4.485 6.842
H 1.956 0.029 -1.357
O 4.548 2.552 -2.125
H 0.894 2.277 -1.106
H -0.080 5.721 5.634
O -1.878 3.044 -0.894
H -2.493 -5.359 0.190
O -3.618 -7.522 0.688
C -2.873 3.910 1.133
H -3.146 -4.278 -1.027
F -0.769 -3.643 -5.054
H 0.725 -0.582 4.701
H -1.017 6.519 -1.814
F 4.765 3.392 -4.704
C -2.365 5.352 -3.007
C -0.115 -3.729 -3.886
H 3.381 -1.803 -3.973
C -2.459 -0.486 1.580
H 1.853 -1.538 5.639
C 1.762 -0.930 4.741
H -0.429 -2.316 2.767
H 3.628 -0.220 6.701
H 3.506 0.684 -0.854
B 0.693 2.793 2.703
O -2.047 5.266 -0.593
O -0.371 -1.960 1.872
F -0.742 -2.902 -3.027
N 3.218 0.842 3.776
H 2.420 2.938 -0.538
C -2.215 3.995 -0.250
H 2.412 1.053 6.759
H -3.229 6.004 -2.864
H -1.365 -5.666 -2.034
C 2.561 0.934 -1.337
H -1.881 5.609 -3.949
H 4.544 -2.092 -6.187
H -2.906 -0.345 2.571
Cl 0.492 5.621 3.108
C 1.368 -3.365 -4.023
C -2.343 -6.091 -1.844
F 4.471 1.289 -5.097
F -6.154 -8.511 0.807
C -0.430 4.740 5.938
C 0.324 3.983 3.694
C -3.049 -5.326 -0.746
H 2.987 -2.493 -6.938
O -4.392 -5.811 -0.548
C -0.086 3.723 4.896
H -2.739 4.331 -3.079
C -1.394 5.500 -1.855
```

Gap between HOMO and LUMO ... 9.17 eV
LUMO level ... -0.1865 eV
HOMO energy ... -9.4 eV

=====

No. 4
ORCA calculation (wB97M-V/def2-TZVPD) on a molecular structure, C23H33CeN2O2P2 at a distorted geometry.

Structure (XYZ):
```
63
C23H33CeN2O2P2 | OMol25 | wB97M-V/def2-TZVPD
C 1.422 3.740 0.907
H 1.658 1.195 -1.401
H -0.649 -0.495 2.362
P 1.520 -2.113 -0.488
C -0.003 -2.083 -2.935
H 1.104 3.876 1.942
C 2.195 4.571 -1.232
H 1.905 5.806 0.535
H 0.774 0.400 6.310
H 2.553 5.392 -1.847
P -2.107 1.381 -1.122
H -3.641 -0.458 -1.479
C 1.003 -3.689 0.259
C 1.702 2.216 -0.984
C 1.704 1.857 3.373
H 3.364 -1.690 0.985
C 1.838 4.804 0.108
N -0.814 -1.167 -2.333
H -1.068 3.480 -1.673
H -2.880 2.750 0.694
H -4.196 2.481 -0.498
C -2.445 -1.522 -4.061
H -0.910 2.323 -2.978
H -3.037 -3.122 2.286
C 1.672 1.593 4.741
H 0.767 -3.165 3.591
C 3.254 -1.868 -0.096
H 3.876 -2.719 -0.398
H -4.191 -4.075 1.898
C 1.368 -2.381 -2.323
H 1.659 -4.506 -0.077
O -3.950 -3.137 1.911
N 0.907 1.342 1.111
C -1.624 -2.447 -4.693
C -0.391 -2.717 -4.115
H 1.674 -3.431 -2.489
C -2.958 0.092 -2.174
H -3.708 1.201 0.671
H 0.662 -3.945 4.915
C 1.396 2.437 0.385
H -0.042 -3.906 -0.020
O 0.143 -3.676 4.124
H 3.607 -0.948 -0.587
H 2.308 2.170 5.413
C 0.811 0.596 5.242
H -1.941 -2.946 -5.621
C 2.110 3.285 -1.784
H -3.549 0.685 -2.896
H -0.648 -0.952 4.752
C -2.028 -0.894 -2.887
H 2.387 3.098 -2.827
C 0.025 0.119 3.009
C 0.003 -0.153 4.377
H -3.432 -1.270 -4.444
C -3.350 2.016 0.023
Ce -0.364 -0.290 0.053
H 2.372 2.597 2.927
C -1.626 2.713 -2.236
C 0.859 1.156 2.501
H 2.131 -1.709 -2.766
H 0.309 -3.422 -4.561
H -2.499 3.154 -2.742
H 1.010 -3.628 1.361
```

Gap between HOMO and LUMO (spin up / spin down) ... 4.97 / 4.78 eV
Charge ... +3
LUMO level (spin up / spin down) ... -11.3995 / -11.5928 eV
HOMO energy (spin up / spin down) ... -16.4 / -16.4 eV

=====

No. 5
ORCA calculation (wB97M-V/def2-TZVPD) on a molecular structure, C23H33Cl2IrN4O4 at a distorted geometry.

Structure (XYZ):
```
67
C23H33Cl2IrN4O4 | OMol25 | wB97M-V/def2-TZVPD
H -1.230 -2.631 0.483
C -2.922 3.263 -0.068
H 3.679 -3.022 0.687
C 0.618 2.396 -5.821
H 2.618 2.949 -6.437
C -1.435 -1.913 3.842
H -1.102 1.063 2.436
H 4.147 1.567 3.263
H -1.552 -4.616 3.117
H -2.145 2.678 -7.807
C -2.181 -3.922 2.541
H 4.157 3.946 2.085
O 0.326 0.694 -4.140
H 1.977 3.277 -8.822
C 0.956 1.666 -4.530
H -3.575 3.685 5.177
N -1.374 1.515 0.413
H 3.088 -3.425 -0.941
C -1.105 -2.063 1.424
O -1.807 2.162 4.442
C 1.217 3.049 -8.080
H -0.604 -2.362 4.401
H -1.845 2.053 -1.541
H -2.348 -2.057 4.428
C -1.099 2.716 -7.514
C 2.297 -1.609 -0.076
H 2.593 0.672 3.205
H -3.700 4.389 1.631
C 1.582 2.834 -6.749
C 3.056 1.654 3.320
C 1.495 -1.533 -2.455
H 2.552 4.496 1.505
H 2.882 4.363 3.267
Ir 0.107 0.176 -0.289
H 2.796 2.088 4.293
N 2.587 2.542 2.263
H 1.530 -2.633 -2.578
H 2.382 -1.078 -2.926
H -4.245 4.028 3.636
H 1.812 2.029 -3.906
O 1.177 0.980 1.401
H 1.384 2.905 0.634
H 2.062 -3.707 0.483
C -2.467 2.699 2.204
N -1.595 -2.583 2.545
C 1.469 -1.142 -1.016
H -3.180 -3.900 2.998
C -2.042 2.260 -0.485
N -3.448 3.717 4.176
C -1.622 1.694 1.727
H -1.508 2.291 -5.439
H -1.242 -0.845 3.710
H 0.623 -1.115 -2.969
O -0.532 -0.927 1.428
H -2.249 -4.269 1.502
C -0.738 2.489 -6.186
Cl 1.229 1.809 -1.491
H -3.422 3.824 -0.847
C 3.075 3.920 2.279
C -2.545 2.806 3.693
H 2.595 -0.931 0.710
C 2.797 -3.016 0.035
C 1.671 2.154 1.389
C -0.109 2.907 -8.477
H -0.365 2.969 -9.529
Cl -1.490 -0.745 -1.636
C -3.107 3.538 1.286
```

Gap between HOMO and LUMO (spin up / spin down) ... 3.86 / 6.20 eV
Energy above the lowest of the compared OMol25 structures with the same formula, charge and spin ... 0.000 eV
Multiplicity ... 5
LUMO level (spin up / spin down) ... 0.2198 / -1.7199 eV
⟨S²⟩ ... 6.04
HOMO energy (spin up / spin down) ... -3.6 / -7.9 eV

=====

No. 6
ORCA calculation (wB97M-V/def2-TZVPD) on 6 unconnected molecules or ions with the total composition C23H33F2N6OP at a distorted geometry.

Structure (XYZ):
```
66
C23H33F2N6OP | OMol25 | wB97M-V/def2-TZVPD
H -5.383 -1.642 -4.661
C -5.087 0.047 -5.908
H -0.899 -0.037 1.742
C -2.971 -1.180 -1.782
H 5.754 0.077 1.139
N 7.015 -0.118 -0.572
C 0.857 2.491 2.547
C -4.276 -1.174 -7.611
F -5.752 1.070 -1.742
C 1.008 -1.131 -2.172
H 1.648 3.214 2.436
H 2.035 -0.804 0.935
C -0.911 1.350 3.343
N 1.441 0.771 7.248
H 6.595 -0.924 -0.998
H 0.383 -1.224 -3.045
C -4.598 0.140 -7.185
C 1.916 -0.916 -0.129
H -4.485 1.051 -7.750
H -2.988 -0.935 0.269
C 3.236 2.045 7.023
N -0.487 0.771 2.175
H -4.485 -3.093 -6.489
H -2.351 -2.350 -0.206
C 3.155 1.607 8.372
H 1.612 0.305 9.322
H 1.853 1.600 5.328
H -6.593 -0.868 -0.934
H -3.868 -1.464 -8.566
N -5.075 -1.275 -5.548
H -1.752 0.952 3.886
H 1.058 1.164 0.767
N 2.373 -1.142 -2.282
C -0.093 2.419 3.602
H 3.995 2.678 6.592
H 3.839 1.840 9.171
C 7.422 1.529 0.850
H -4.414 0.100 -3.159
H -5.443 0.804 -5.229
C 6.598 0.467 0.595
H 9.167 2.310 -0.318
C 0.691 -0.989 -0.846
C -5.605 -1.330 -1.008
H -0.168 3.078 4.452
H -2.214 -0.674 -2.406
N -2.387 -1.362 -0.434
C 0.585 1.462 1.684
C 2.164 1.515 6.356
H -0.307 -0.944 -0.435
H 4.002 -1.006 -0.914
C -4.579 -2.023 -6.579
F -5.553 -3.698 -1.211
P -4.480 -0.054 -1.762
H -3.136 -2.161 -2.248
H -3.810 0.795 -0.844
C 8.092 0.566 -1.067
H 8.566 0.262 -1.985
H 7.353 2.190 1.699
C -5.783 -2.563 -1.853
C 2.933 -1.016 -1.040
H -5.326 -1.551 0.023
O -6.101 -2.557 -2.958
H 2.884 -1.229 -3.142
H 0.603 0.264 7.031
C 2.035 0.826 8.480
C 8.371 1.592 -0.205
```

Gap between HOMO and LUMO ... 8.28 eV
LUMO level ... 0.1918 eV
HOMO energy ... -8.1 eV
SMILES ... NC[PH2](F)CC(=O)F.c1cc[nH]c1.c1cc[nH]c1.c1cc[nH]c1.c1cc[nH]c1.c1cc[nH]c1

=====

No. 7
ORCA calculation (wB97M-V/def2-TZVPD) on a molecular structure, C23H33N2O2 at a distorted geometry.

Structure (XYZ):
```
60
C23H33N2O2 | OMol25 | wB97M-V/def2-TZVPD
H -0.971 1.252 -2.798
C -0.333 0.632 2.898
C -0.048 1.255 -3.240
H 0.400 2.114 -3.370
H -4.195 -1.253 -0.925
H 3.107 0.085 4.278
H -0.344 2.622 6.305
C -0.494 3.143 5.461
C 2.438 -1.630 2.291
C 1.476 1.507 -1.450
C -1.397 -0.254 -4.871
H 3.780 -0.038 1.398
H 0.145 0.868 -5.319
H -2.952 1.080 3.785
H 3.798 -1.654 0.548
H -1.509 -0.604 -5.851
H -1.095 -2.857 -4.549
C 2.458 0.910 -0.579
H -1.799 -4.382 -2.882
C -3.005 1.557 2.770
H 1.536 1.535 5.184
C -0.139 1.454 4.004
H 0.366 3.790 5.119
C -0.118 0.244 -4.542
C 2.059 0.378 3.883
C -3.474 -1.763 -1.775
H 3.396 0.510 -1.197
C -2.085 -0.984 -3.832
C 1.621 -0.457 2.899
H -3.684 1.317 2.124
C 1.695 -1.317 -0.841
C -2.767 -2.963 -1.641
C -2.869 -0.912 -2.574
N 1.113 0.779 -2.417
O -1.057 2.620 4.334
N 2.285 -0.417 0.262
C -2.003 -3.343 -2.729
H -2.669 2.423 2.875
H 2.266 -1.691 -1.606
H 0.816 1.905 -0.690
C 1.105 1.125 4.582
H 1.473 -0.216 0.768
C -1.621 -2.710 -3.651
H -3.371 0.294 -2.669
H 1.961 -2.545 1.952
H 0.045 -1.258 -2.345
H -0.345 -0.276 -1.093
H -3.159 -3.484 -0.918
H -0.314 -1.077 1.688
O -1.614 0.845 2.284
H -1.264 3.877 5.507
H 3.207 1.617 0.025
H 0.386 -0.554 -4.381
H 1.793 2.319 -1.913
C 0.497 -0.738 -1.485
C 3.184 -0.807 1.036
H 1.129 -2.244 -0.320
C 0.242 -0.353 2.360
H -2.412 0.617 -4.943
H 3.331 -1.891 2.774
```

Gap between HOMO and LUMO ... 8.55 eV
Energy above the lowest of the compared OMol25 structures with the same formula, charge and spin ... 23.539 eV
Charge ... +1
LUMO level ... -2.2363 eV
HOMO energy ... -10.8 eV